1.
A cluster of 2 separate species, H7N2 in total. Source: the Open Molecules 2025 dataset; level of theory: ωB97M-V/def2-TZVPD.

Last columns: bonded neighbours and bond lengths (Å).
Cartesian coordinates (Å):
1 N 0.3635 -0.8475 1.1424  H2 1.024, H4 1.126, H5 1.041
2 H 0.8336 -0.3084 1.8749  N1 1.024
3 H -0.2881 -0.0418 -0.5365  N6 1.068
4 H 1.1560 -1.5825 0.8270  N1 1.126
5 H -0.3402 -1.3358 1.7348  N1 1.041
6 N -0.3718 0.8480 -1.1215  H3 1.068, H7 0.959, H8 1.052, H9 1.038
7 H -0.5215 0.4088 -1.9610  N6 0.959
8 H 0.4347 1.5017 -1.2909  N6 1.052
9 H -1.2166 1.3547 -0.7951  N6 1.038

Calculated values
net charge = +1
2S+1 = 1
HOMO = -15.65 eV

=====

2.
A cluster of 2 separate species, H7N4PS in total. Source: the Open Molecules 2025 dataset; level of theory: ωB97M-V/def2-TZVPD.

Last columns: bonded neighbours and bond lengths (Å).
Cartesian coordinates (Å):
1 H -3.0069 -0.3288 -1.1711  N2 1.078
2 N -2.3901 -0.2965 -0.2880  H1 1.078, N3 1.208
3 N -2.4939 -1.0567 0.6451  N2 1.208, H4 1.000
4 H -2.9546 -1.9363 0.5273  N3 1.000
5 N 2.0132 1.1126 0.0711  P6 1.728, H9 0.981, H10 0.996
6 P 0.5878 0.2047 -0.2891  N5 1.728, N7 1.708, S8 2.197
7 N 0.0480 0.2794 1.3299  P6 1.708, H11 0.996, H12 0.990
8 S 1.5151 -1.7776 -0.0935  P6 2.197, H13 1.338
9 H 2.3813 1.6236 -0.6805  N5 0.981
10 H 2.6824 0.5218 0.5139  N5 0.996
11 H -0.8120 -0.2171 1.4098  N7 0.996
12 H -0.0011 1.1885 1.7189  N7 0.990
13 H 2.6504 -1.2744 0.4039  S8 1.338

Calculated values
2S+1 = 1
HOMO = -8.32 eV

=====

3.
A cluster of 3 separate species, H7O3 in total. Source: the Open Molecules 2025 dataset; level of theory: ωB97M-V/def2-TZVPD.

Last columns: bonded neighbours and bond lengths (Å).
Cartesian coordinates (Å):
1 O 1.0434 -2.3169 -0.5008  H2 0.955, H3 0.956
2 H 0.9656 -2.7733 0.3343  O1 0.955
3 H 0.3905 -2.4885 -1.1783  O1 0.956
4 O -1.2754 1.9671 0.1555  H5 0.974, H6 0.958
5 H -1.8884 1.6731 0.8524  O4 0.974
6 H -1.2784 2.9128 0.3091  O4 0.958
7 O 0.3985 0.1992 0.0462  H8 1.071, H9 1.008, H10 0.967
8 H -0.2587 1.0447 0.0645  O7 1.071
9 H 0.6146 -0.6755 -0.4066  O7 1.008
10 H 1.2884 0.4573 0.3237  O7 0.967

Calculated values
net charge = +1
2S+1 = 1
HOMO = -17.05 eV

=====

These records have ΔE to the lowest compared entry with this formula, charge and spin values of 18.3 0.6 15.9 kcal/mol, in the order they appear.
These records have orbital gap values of 11.6520 8.6086 13.3434 eV, in the order they appear.